C10H11N2O3P in the gas phase at a distorted geometry. Source: the OMol25 dataset; level of theory: wB97M-V/def2-TZVPD.

```
27
Properties=species:S:1:pos:R:3:forces:R:3
O -0.5477 2.8223 -1.5217 0.1 -0.7 1.7
O -0.5128 0.8466 -2.9266 -0.3 -2.4 -0.5
N -2.7124 -0.9632 1.5833 -0.9 3.3 1.8
O 1.4111 1.2001 -1.2960 -0.9 -0.8 0.7
C -1.4334 -3.8078 -0.2701 -0.9 0.4 1.7
C -0.6033 -3.1772 -1.1668 1.3 2.6 -1.5
C -2.1661 -3.0642 0.6583 0.1 -0.8 -0.5
C -0.5231 -1.7547 -1.1996 0.9 -1.9 -0.8
C -2.5756 0.3613 1.6094 -1.0 -3.2 0.1
C -1.2049 0.4276 -0.2671 1.5 -1.1 -0.5
C -2.0729 -1.6619 0.6615 0.8 -1.0 -0.8
C -1.2334 -1.0070 -0.2702 -0.6 1.1 -0.1
N -1.8821 1.0609 0.6799 0.3 -0.1 0.2
C 2.2086 1.7169 -2.3721 0.0 0.2 -0.7
C -1.8431 2.4988 0.8569 -0.1 1.1 0.4
P -0.1984 1.3623 -1.5932 0.4 3.9 -1.9
H -1.4947 -4.8762 -0.1664 0.1 -0.3 -0.4
H 0.0374 -3.6856 -1.9046 -0.6 -0.1 0.6
H -2.8140 -3.5976 1.3642 0.3 0.5 -0.2
H 0.1118 -1.2323 -1.9403 -0.5 -0.5 0.5
H -3.0878 0.9110 2.3948 0.2 0.0 -0.3
H 2.1227 1.1048 -3.2825 -0.3 0.1 0.3
H 1.8723 2.7411 -2.6269 0.4 -0.5 0.2
H 3.2634 1.6772 -2.0799 -0.3 0.2 0.3
H -2.2937 2.7599 1.8179 0.1 -0.3 -0.1
H -0.8188 2.8418 0.8275 0.1 0.1 -0.1
H -2.3929 2.9855 0.0665 0.0 0.1 -0.3
```
Forces are in eV/Å.

The LUMO energy comes out at -1.6 eV. Its total energy is -1064.282843 Ha. As for the spin multiplicity: 1. The calculation puts the gap between HOMO and LUMO at 7.029 eV.

Atomic partial charges in e from the Löwdin method, atoms 1 to 6: atom 1 (O): -0.3286, atom 2 (O): -0.2887, atom 3 (N): 0.1578, atom 4 (O): -0.2837, atom 5 (C): -0.0593, atom 6 (C): -0.0363



C18H31BBeBrClFKLiNO9PS as an isolated structure at a distorted geometry. Source: the OMol25 dataset; level of theory: wB97M-V/def2-TZVPD.

```
68
Properties=species:S:1:pos:R:3:forces:R:3
C 0.0029 -1.5169 1.2747 0.8 0.1 0.1
C -0.2218 -1.2704 -0.0149 -2.2 1.5 1.4
C -1.2741 -0.4889 -0.6098 0.4 -0.7 1.2
B -0.7777 0.4395 -1.9285 -0.2 1.7 -2.4
O -1.6652 1.6063 -2.0804 -0.7 -0.1 0.0
C -1.0223 2.8412 -1.9355 0.6 -0.8 0.9
C 0.4080 2.4027 -1.4699 0.5 0.2 -0.2
P 0.7631 2.7122 0.3398 -0.9 0.2 0.0
S -0.7240 3.4768 1.3776 -0.1 0.1 0.3
O 0.5450 1.0479 -1.7491 -0.3 -0.6 0.5
H -0.4746 -2.3987 1.6986 0.0 0.0 0.0
H 0.6778 -0.9567 1.9178 0.2 -0.1 -0.1
H 0.5806 -1.8384 -0.7741 0.7 -1.3 -2.0
H -1.7478 0.1341 0.1529 -0.1 -0.1 0.0
H -2.0130 -1.1998 -0.9949 0.2 0.1 -0.7
H -0.9558 -0.1543 -2.9717 0.5 -0.7 0.3
H -0.8728 3.4554 -2.8333 -0.4 -0.4 -0.3
H -1.6328 3.3957 -1.2195 0.6 0.4 0.1
H 1.2074 2.8861 -2.0444 -0.1 0.5 0.3
H 1.8870 3.5666 0.3982 0.2 -0.6 0.0
H 1.0356 1.4401 0.8879 0.6 0.2 -0.4
Be -3.0543 4.8331 2.0573 0.0 -0.1 0.1
C -5.8807 6.2171 0.6443 0.6 -0.7 -1.5
C -6.5128 7.5424 0.1496 0.7 -0.7 0.7
O -6.6094 8.3733 1.2076 -0.8 0.2 0.1
H -6.4968 5.7495 1.4108 3.1 -1.0 -1.8
H -5.7878 5.5001 -0.1853 0.1 -0.1 0.1
H -4.8853 6.3681 1.0522 -0.1 0.2 0.1
H -7.4653 7.2411 -0.3671 -0.4 0.1 0.0
H -5.8845 7.8593 -0.7097 0.0 0.3 0.1
C 1.9233 1.8383 3.7194 -0.2 0.2 0.0
O 2.8614 1.7022 4.7743 -0.1 0.1 0.0
C 3.8228 0.7828 4.5322 0.4 -0.1 0.2
O 3.9017 0.1165 3.5363 -0.3 -0.1 -0.1
O 4.6185 0.7480 5.5841 -0.1 0.0 0.1
C 5.7233 -0.1864 5.5005 0.6 0.0 -0.2
H 1.1987 2.5906 4.0205 0.1 0.0 0.1
H 2.4138 2.1718 2.8051 0.1 -0.2 0.0
H 1.3964 0.8968 3.5505 0.1 0.0 -0.1
H 6.4316 0.0656 4.6592 -1.0 -0.3 0.9
H 5.3485 -1.2061 5.3967 -0.1 0.1 -0.1
H 6.2658 -0.1072 6.4424 -0.2 0.2 0.1
K -7.8764 6.3482 2.2017 -3.3 1.9 2.0
Br 7.6972 0.1353 3.0383 0.8 0.1 -0.8
N -1.3041 -2.2267 -5.2348 0.0 -0.4 -0.5
C -2.4406 -2.8161 -5.6104 0.0 0.2 0.1
C -2.6598 -4.1892 -5.5500 0.0 0.0 -0.2
C -1.6325 -4.9976 -5.0720 0.1 -0.1 -0.2
C -0.4405 -4.4025 -4.6686 0.1 -0.3 -0.5
C -0.3263 -3.0153 -4.7694 0.2 0.5 -0.2
H -3.2097 -2.1462 -5.9796 -0.1 0.0 0.0
H -3.6031 -4.6115 -5.8689 0.0 0.0 0.0
H -1.7583 -6.0724 -5.0151 0.0 0.0 0.1
H 0.3849 -4.9932 -4.2926 0.0 0.1 0.2
H 0.5829 -2.5098 -4.4755 0.1 0.0 -0.1
Cl 0.6768 -2.6224 -2.2011 -1.1 -0.2 0.7
C 3.3544 -4.9943 1.1190 0.1 0.0 -0.1
C 2.9406 -3.5512 1.1717 0.7 0.4 -0.3
O 1.5712 -3.6505 1.6337 0.0 -0.4 0.2
C 1.4356 -4.8173 2.2915 0.2 0.0 0.0
O 0.4727 -5.1215 2.9302 -0.2 0.0 0.1
O 2.5252 -5.6008 2.1321 -0.3 0.1 0.0
H 4.4082 -5.1381 1.3421 -0.1 -0.1 0.2
H 3.1262 -5.4603 0.1577 -0.1 0.0 0.0
H 3.5175 -2.9758 1.8990 -0.1 -0.1 0.1
H 2.9893 -3.0500 0.1930 -0.3 0.2 -0.2
Li -0.1998 -4.2132 -7.1712 -0.3 0.3 0.9
F 2.8172 -2.1901 -1.3294 0.8 0.2 0.7
```
Forces are in eV/Å.

The LUMO energy comes out at -1.6 eV. Its charge is -1. Its total energy is -5956.684840 Ha. As for the spin multiplicity: 1. The calculation puts the gap between HOMO and LUMO at 1.773 eV.

Atomic partial charges in e from the Löwdin method, atoms 1 to 6: atom 1 (C): 0.2126, atom 2 (C): -0.1047, atom 3 (C): -0.0440, atom 4 (B): -0.7270, atom 5 (O): -0.0528, atom 6 (C): -0.2066



C3H7AsF6NOSn as an isolated structure at a distorted geometry. Source: the OMol25 dataset; level of theory: wB97M-V/def2-TZVPD.

```
20
Properties=species:S:1:pos:R:3:forces:R:3
Sn -0.1075 -0.2822 -1.7600 -1.4 -0.5 0.8
As -2.9745 -2.6551 -4.0060 -2.5 -1.5 -3.1
F -3.5531 -3.0881 -5.6234 0.1 0.8 1.8
F -3.1954 -4.3503 -3.4002 0.3 2.6 -0.3
F -2.1885 -2.1730 -2.4702 1.2 0.9 0.9
F -2.8102 -0.8410 -4.4857 0.6 -2.3 0.9
F -4.6359 -2.1970 -3.4036 2.7 -0.7 -0.5
F -1.3762 -3.1928 -4.6511 -0.9 1.5 1.3
C 0.3880 1.4918 1.8809 1.5 0.8 0.3
O 0.2202 0.8632 0.8302 -1.3 -1.3 -2.6
N 1.5447 1.4419 2.4991 1.5 -0.7 1.3
C 1.8225 2.4018 3.5797 -1.2 1.1 0.1
C 2.7109 0.7098 1.9395 -0.8 -0.3 -1.0
H -0.2698 2.2669 2.3036 -0.5 -0.6 -0.2
H 2.6162 2.1715 4.2904 0.2 -0.2 -0.8
H 0.9569 2.5869 4.2158 -0.4 -0.7 0.0
H 1.8747 3.3806 3.1029 1.1 0.1 0.1
H 3.3773 0.2094 2.6421 -0.2 0.8 0.4
H 2.3884 -0.1061 1.2927 -0.5 0.0 0.3
H 3.2112 1.3616 1.2233 0.5 0.3 0.5
```
Forces are in eV/Å.

The LUMO energy comes out at -8.9 eV. Its charge is +1. Its total energy is -3297.454454 Ha. As for the spin multiplicity: 1. The calculation puts the gap between HOMO and LUMO at 5.647 eV.

Atomic partial charges in e from the Löwdin method, atoms 1 to 6: atom 1 (Sn): 1.8725, atom 2 (As): 0.9501, atom 3 (F): -0.2554, atom 4 (F): -0.2731, atom 5 (F): -0.4179, atom 6 (F): -0.3535



C3H5NO2S in the gas phase at a distorted geometry. Source: the OMol25 dataset; level of theory: wB97M-V/def2-TZVPD.

```
12
Properties=species:S:1:pos:R:3:forces:R:3
C 0.9731 0.4848 2.0355 2.3 -1.7 -1.4
C 0.5801 -0.2356 0.8279 0.3 0.6 -0.7
C 1.9201 -0.1953 1.3899 -2.3 2.2 1.5
N -2.0445 -0.1865 -1.4357 2.4 1.0 0.2
O 0.3382 0.6016 -0.3564 -1.3 -0.8 -0.5
O -0.2512 0.7489 -2.8412 0.0 0.4 0.3
S -0.3514 -0.1652 -1.7263 -0.2 -0.9 1.3
H 0.7988 1.1043 2.8629 -0.6 0.7 0.7
H 0.0915 -1.1741 0.9363 -1.1 -0.5 -0.8
H 2.9432 -0.3270 1.3193 1.6 -0.5 -0.3
H -2.4777 -0.7676 -0.7649 -0.3 -0.7 0.5
H -2.5203 0.1118 -2.2474 -0.8 0.3 -0.6
```
Forces are in eV/Å.

The LUMO energy comes out at 0.8 eV. Its total energy is -720.592109 Ha. As for the spin multiplicity: 1. The calculation puts the gap between HOMO and LUMO at 10.075 eV.

Atomic partial charges in e from the Löwdin method, atoms 1 to 6: atom 1 (C): 0.0482, atom 2 (C): -0.3715, atom 3 (C): 0.0405, atom 4 (N): -0.1552, atom 5 (O): -0.3298, atom 6 (O): -0.4449



C21H20ClN3O4 in the gas phase. Source: the OMol25 dataset; level of theory: wB97M-V/def2-TZVPD.

```
49
Properties=species:S:1:pos:R:3:forces:R:3
C -0.9909 -1.6523 -1.8899 0.0 0.0 -0.1
C -0.0244 -0.7572 -1.8099 0.2 0.0 -0.1
C 1.1905 -0.9212 -0.9454 0.1 -0.3 0.0
N 1.5093 0.2778 -0.1874 -0.2 -0.1 0.0
C 2.7764 0.6267 0.2221 -0.2 -0.2 -0.2
O 2.9805 1.6959 0.7593 0.2 0.4 0.2
N 3.7489 -0.3113 -0.0311 -0.3 -0.4 -0.1
C 5.1259 -0.1738 0.1501 0.4 0.1 0.1
C 5.7417 1.0483 0.4070 -0.2 0.1 0.0
C 7.1148 1.1185 0.5448 0.1 -0.2 0.0
C 7.8828 -0.0281 0.4244 -0.2 0.0 0.0
C 7.2849 -1.2513 0.1675 0.1 0.1 0.0
C 5.9127 -1.3192 0.0310 -0.1 0.1 0.0
H 5.4458 -2.2734 -0.1702 0.0 -0.1 0.0
H 7.8874 -2.1410 0.0754 0.1 -0.1 0.0
Cl 9.6018 0.0637 0.5951 0.2 0.0 0.0
H 7.5885 2.0662 0.7457 0.1 0.1 0.0
H 5.1406 1.9355 0.5096 0.0 0.0 0.0
H 3.4510 -1.2564 -0.2173 0.0 0.2 0.0
C 0.4425 1.0997 0.3470 0.3 0.3 0.1
C -0.0222 2.2483 -0.5505 0.1 0.1 0.1
C -1.5273 2.1252 -0.6038 0.4 0.1 -0.2
O -2.2931 2.8402 -1.1885 -0.1 0.1 -0.1
N -1.8928 1.0118 0.1443 -0.4 0.0 0.2
C -0.8225 0.3090 0.6592 0.3 0.1 0.2
O -0.8869 -0.7158 1.2848 0.1 -0.1 0.1
C -3.2480 0.6235 0.3293 -0.2 -0.2 0.0
C -4.2039 1.5852 0.6412 0.0 -0.1 0.0
C -5.5174 1.2129 0.8167 -0.1 -0.2 0.0
C -5.9032 -0.1244 0.6957 0.2 0.1 0.0
C -4.9396 -1.0810 0.3933 -0.4 -0.1 0.0
C -3.6206 -0.7050 0.2083 0.2 0.3 0.0
H -2.8792 -1.4516 -0.0226 0.0 -0.1 0.0
H -5.1997 -2.1229 0.2962 -0.1 -0.1 0.0
O -7.2223 -0.3805 0.8911 0.1 0.3 0.0
C -7.6766 -1.7086 0.7846 -0.1 -0.2 0.0
H -7.5044 -2.1132 -0.2178 0.0 0.0 0.0
H -8.7476 -1.6690 0.9767 0.1 -0.1 0.0
H -7.2002 -2.3570 1.5267 0.0 0.0 0.0
H -6.2729 1.9441 1.0547 -0.1 0.1 0.0
H -3.9188 2.6201 0.7368 0.0 0.1 0.0
H 0.2530 3.2261 -0.1546 0.0 0.0 0.0
H 0.3944 2.1861 -1.5556 -0.1 0.0 0.0
H 0.8197 1.5039 1.2967 -0.2 -0.1 -0.2
H 2.0316 -1.1281 -1.6182 -0.1 0.0 0.1
H 1.0416 -1.7790 -0.2750 0.0 0.0 -0.1
H -0.0448 0.1270 -2.4308 -0.1 0.1 -0.1
H -1.8285 -1.5243 -2.5534 -0.1 0.1 -0.2
H -0.9785 -2.5499 -1.2931 0.0 -0.1 0.2
```
Forces are in eV/Å.

The LUMO energy comes out at 0.5 eV. Its total energy is -1737.699791 Ha. As for the spin multiplicity: 1. The calculation puts the gap between HOMO and LUMO at 8.938 eV.

Atomic partial charges in e from the Löwdin method, atoms 1 to 6: atom 1 (C): 0.0226, atom 2 (C): -0.1576, atom 3 (C): -0.1529, atom 4 (N): 0.0016, atom 5 (C): -0.4794, atom 6 (O): 0.0751



C27H24Br2N2O4 in the gas phase at a distorted geometry. Source: the OMol25 dataset; level of theory: wB97M-V/def2-TZVPD.

```
59
Properties=species:S:1:pos:R:3:forces:R:3
C 0.5097 -0.2051 -5.9077 0.1 0.3 0.4
O 0.2716 0.8192 -4.9194 0.1 -0.5 -0.1
C -0.1480 0.4461 -3.6837 -0.6 -0.1 0.2
C -0.1602 -0.8755 -3.1975 0.2 0.6 -0.2
C -0.7446 -1.1485 -1.9639 -0.6 0.6 0.1
C -1.4908 -0.1389 -1.3126 0.3 0.3 0.0
C -2.2924 -0.3142 -0.0553 -0.8 -1.5 -0.9
C -2.9376 -1.7088 0.0205 0.7 0.5 0.3
C -3.5762 -2.0645 1.2091 -0.6 -0.9 0.5
C -4.2853 -3.2432 1.3505 0.4 0.0 -1.1
Br -5.1135 -3.6572 2.9866 0.0 0.0 0.2
C -4.4988 -4.2110 0.2484 -0.4 -0.1 -0.1
O -5.1796 -5.2462 0.3502 0.7 0.8 0.1
C -3.8758 -3.7587 -1.0073 0.0 1.0 1.5
Br -4.1983 -4.8088 -2.5417 0.1 0.1 0.0
C -3.1513 -2.5778 -1.0891 0.1 -0.6 -0.5
C -1.3691 1.1874 -1.7495 -0.1 -0.5 -0.1
C -0.6727 1.4850 -2.8878 0.4 -0.1 -0.8
H 0.7196 0.3554 -6.8219 0.0 -0.3 0.1
H 1.3853 -0.8088 -5.6222 -0.3 0.1 -0.2
H -0.3697 -0.8583 -6.0562 0.3 0.3 0.2
H 0.2563 -1.6818 -3.7937 0.1 0.1 0.2
H -0.6303 -2.1501 -1.5423 -0.4 0.4 -0.2
H -3.1642 0.4104 0.0282 1.5 -0.3 0.0
H -3.5238 -1.4116 2.0734 -0.1 0.0 -0.1
H -2.7554 -2.4066 -2.0920 -0.1 0.4 0.5
H -1.8373 1.9993 -1.1828 0.0 -0.2 -0.3
H -0.5735 2.5094 -3.2225 0.0 -0.1 -0.1
O 1.3081 2.4027 -0.2415 1.4 -1.0 1.0
C 2.2725 1.8881 0.3272 -1.3 0.2 -0.7
C 3.5304 2.5050 0.8020 0.5 0.8 0.1
C 4.2132 1.5765 1.5708 0.5 0.3 0.3
C 5.4279 1.8746 2.1692 0.1 0.1 0.0
C 5.9598 3.1610 1.9791 -0.4 0.1 -0.3
C 5.2630 4.1166 1.2047 -0.1 -0.5 0.1
C 4.0320 3.7881 0.6041 0.3 -0.2 0.2
C 3.4157 0.3246 1.6264 0.0 -0.7 0.2
O 3.5757 -0.6691 2.3087 -0.3 1.0 -0.8
N 2.3582 0.5421 0.7135 -1.2 -0.6 0.4
C 1.1945 -0.3918 0.6031 1.0 0.4 -0.3
C 0.1108 -0.0678 1.6187 -0.4 0.6 0.2
C -0.3146 -1.0325 2.7149 0.1 -0.4 -0.5
C -1.4938 -0.2965 3.3635 -0.3 0.1 0.4
C -1.9273 0.7897 2.3538 0.5 0.3 -0.1
N -1.2528 0.3823 1.0701 -0.5 -0.1 0.5
H 5.9347 1.1029 2.7518 -0.1 0.4 -0.1
H 6.9199 3.4359 2.4291 -0.4 -0.2 -0.2
H 5.6913 5.1151 1.0755 -0.2 -0.4 0.0
H 3.4761 4.4897 -0.0111 0.1 0.0 0.1
H 0.8450 -0.3156 -0.4307 0.1 -0.1 0.3
H 1.6017 -1.3823 0.7958 0.0 -0.1 -0.1
H 0.4673 0.8497 2.1370 -0.3 -0.3 -0.3
H -0.6598 -1.9671 2.2524 0.2 0.1 0.2
H 0.5101 -1.2357 3.4060 -0.2 0.0 -0.2
H -2.3326 -0.9659 3.5677 0.3 0.0 0.2
H -1.1713 0.1706 4.3020 -0.3 -0.1 -0.2
H -2.9990 0.9126 2.1880 0.2 -0.2 0.1
H -1.4898 1.7692 2.6351 -0.4 -0.5 -0.2
H -1.0611 1.1904 0.4953 0.2 0.5 0.0
```
Forces are in eV/Å.

The LUMO energy comes out at -1.3 eV. Its total energy is -6601.704310 Ha. As for the spin multiplicity: 1. The calculation puts the gap between HOMO and LUMO at 5.040 eV.

Atomic partial charges in e from the Löwdin method, atoms 1 to 6: atom 1 (C): -0.0571, atom 2 (O): -0.0872, atom 3 (C): -0.2604, atom 4 (C): 0.0058, atom 5 (C): -0.0565, atom 6 (C): -0.2220



- The highest gap between HOMO and LUMO belongs to which entry?
  C3H5NO2S